Below is C32H45BrHgN2P2 as an isolated structure at a distorted geometry, with properties calculated with wB97M-V/def2-TZVPD.

Computed properties:
E_LUMO (spin up / spin down), eV: -8.511 / -8.519
Largest force on an atom, eV/A: 2.0
Energy above the lowest of the compared OMol25 structures with the same formula, charge and spin, kJ/mol: 0.00
Net charge: +2
Calculated total energy, hartree: -4765.31559

Structure (XYZ):
```
83
Properties=species:S:1:pos:R:3:forces:R:3
N -5.158 3.501 -4.034 -0.25 0.42 0.38
C -5.062 3.628 -2.708 0.45 -0.42 -0.20
C -4.182 2.849 -1.956 0.53 -0.34 0.60
C -3.244 1.999 -2.620 -0.68 -1.04 -1.30
C -3.485 1.782 -4.004 0.01 0.79 0.00
C -4.438 2.582 -4.658 0.51 -0.78 0.16
C -2.075 1.492 -1.912 -0.16 1.34 0.08
Hg 0.113 0.029 -1.044 0.07 -1.67 -0.21
P 3.404 -0.500 -0.359 1.74 -0.17 0.44
C -0.681 1.609 -2.336 -1.17 -0.06 -0.33
C 0.085 2.805 -1.846 0.63 0.33 0.91
C 1.195 3.311 -2.558 -0.44 -0.07 0.44
C 1.968 4.325 -1.990 -0.62 -0.24 0.64
C 1.690 4.774 -0.681 -0.73 -0.76 -1.03
C 0.577 4.287 0.012 -0.31 -0.32 -0.36
C -0.256 3.340 -0.593 0.71 0.32 -0.06
Br 2.705 6.109 0.080 0.54 0.50 0.31
H -2.300 1.236 -0.860 0.28 0.91 -0.23
H -0.410 1.390 -3.368 -0.71 0.30 -0.22
H -4.203 2.933 -0.865 0.27 0.09 -0.35
H -2.970 0.996 -4.551 0.14 0.31 0.03
H -5.694 4.379 -2.226 0.13 -0.34 -0.16
H -4.622 2.476 -5.731 0.11 -0.06 0.37
H 1.434 2.934 -3.556 -0.05 0.08 0.31
H -1.170 2.991 -0.110 0.35 0.22 0.16
H 2.783 4.754 -2.549 0.14 0.06 -0.02
H 0.349 4.663 1.004 0.00 0.02 -0.16
P -0.789 -2.366 -0.880 0.05 -1.35 1.21
C 3.041 1.273 -0.330 -0.72 0.50 -0.15
C 4.321 2.115 -0.256 -0.19 0.10 0.11
H 2.390 1.453 0.543 0.16 0.25 -0.28
H 2.483 1.508 -1.250 0.07 0.39 0.26
H 4.076 3.169 -0.081 0.11 -0.15 -0.05
H 4.955 1.762 0.565 -0.08 0.09 -0.18
H 4.885 2.035 -1.189 -0.01 -0.01 0.14
C 2.919 -1.270 -1.947 -0.49 -0.09 -0.13
C 4.139 -2.012 -2.514 -0.08 -0.11 -0.20
H 2.609 -0.456 -2.622 0.03 -0.26 -0.07
H 2.068 -1.957 -1.796 0.21 0.10 -0.29
H 3.969 -2.306 -3.552 0.00 -0.05 0.04
H 5.024 -1.364 -2.483 -0.23 -0.20 0.03
H 4.352 -2.921 -1.933 -0.01 0.32 -0.09
C 2.587 -1.262 1.074 -0.55 -0.37 -0.08
C 3.599 -1.737 2.120 -0.06 0.00 0.10
H 2.067 -2.130 0.657 0.20 0.24 0.27
H 1.827 -0.586 1.491 0.09 -0.29 0.15
H 3.124 -2.419 2.833 0.06 0.12 -0.03
H 4.420 -2.272 1.629 -0.13 0.13 0.14
H 4.022 -0.897 2.681 -0.01 -0.13 -0.13
C -0.256 -3.032 0.734 0.22 0.43 0.14
C -0.930 -4.289 1.244 -0.05 -0.19 -0.13
H -0.380 -2.196 1.437 0.23 -0.41 -0.12
H 0.816 -3.244 0.633 -0.37 0.12 0.01
H -1.974 -4.121 1.509 0.01 -0.10 -0.02
H -0.853 -5.096 0.511 -0.15 -0.05 0.14
H -0.391 -4.605 2.140 -0.19 -0.07 -0.05
C -0.244 -3.636 -2.084 0.23 0.35 -0.30
C -0.224 -3.138 -3.526 0.02 -0.15 -0.37
H -0.947 -4.479 -2.000 0.22 0.23 0.16
H 0.744 -3.991 -1.768 -0.16 0.11 -0.04
H -1.240 -2.998 -3.909 0.13 0.04 0.03
H 0.328 -2.200 -3.656 -0.03 -0.13 0.12
H 0.261 -3.885 -4.161 -0.12 0.14 0.04
C -2.605 -2.619 -0.876 -0.27 0.35 -0.56
C -3.438 -1.934 0.217 -0.18 0.23 0.06
H -2.736 -3.717 -0.834 0.24 0.51 -0.09
H -2.957 -2.287 -1.868 0.05 -0.32 0.23
H -4.103 -1.193 -0.244 0.11 -0.13 0.22
H -4.079 -2.674 0.716 0.23 0.30 -0.09
H -2.845 -1.418 0.983 -0.04 -0.21 -0.12
N -0.663 -0.319 2.386 -0.22 0.49 1.94
C -0.738 -0.185 3.546 0.19 -0.16 -2.03
C -0.785 0.017 4.964 0.07 0.09 0.62
C -2.011 0.129 5.629 -0.44 0.00 -0.02
C -2.045 0.370 7.004 0.43 0.01 -0.15
C -0.839 0.505 7.715 -0.21 -0.12 -0.40
C 0.389 0.377 7.054 -0.17 -0.03 -0.17
C 0.413 0.132 5.682 0.37 0.00 -0.17
H -2.937 0.027 5.048 0.38 0.07 0.38
H -3.006 0.460 7.513 0.35 -0.03 -0.15
H -0.862 0.705 8.785 0.01 -0.06 -0.26
H 1.332 0.470 7.597 -0.37 -0.02 -0.15
H 1.362 0.034 5.138 -0.41 0.07 0.38
```
Positions in Å, forces in eV/Å.


Below is a 6-piece molecular cluster, C32H45N3O4 overall at a distorted geometry, with properties calculated with wB97M-V/def2-TZVPD.

Computed properties:
E_LUMO, eV: -0.583
Largest force on an atom, eV/A: 3.0
SMILES string: O=[N+]([O-])c1ccccc1.COC[C@H](C)N.COC[C@H](C)N.c1ccccc1.c1ccccc1.c1ccccc1
Calculated total energy, hartree: -1711.34840

Structure (XYZ):
```
84
Properties=species:S:1:pos:R:3:forces:R:3
C 1.475 0.447 5.351 0.08 0.98 0.90
C 1.314 0.902 3.929 -1.27 -0.15 0.19
C 2.200 0.101 2.952 -0.02 0.98 1.02
O 3.525 0.408 3.307 1.00 0.55 -0.79
C 4.440 -0.074 2.334 -0.59 -0.93 0.05
N -0.123 0.774 3.609 0.55 -1.14 -0.25
H 1.028 1.199 6.002 0.05 0.24 0.06
H 2.524 0.382 5.640 -0.11 -0.44 0.01
H 0.864 -0.423 5.592 0.48 -0.55 -0.28
H 1.305 1.991 3.890 1.85 0.11 -0.34
H 1.917 0.361 1.932 0.39 0.23 -0.32
H 2.113 -0.983 3.029 -0.70 -0.32 0.31
H 4.045 0.099 1.333 0.33 0.66 -0.25
H 4.467 -1.163 2.368 0.11 -0.42 0.28
H 5.464 0.262 2.492 -0.34 0.45 0.05
H -0.093 0.752 2.600 -0.80 0.09 -0.46
H -0.264 -0.192 3.871 -1.01 -0.46 -0.13
C -5.429 -3.748 -1.292 -0.41 1.21 0.58
C -4.592 -2.567 -1.837 0.63 -1.10 -0.06
C -3.082 -2.914 -1.922 0.31 -1.00 1.55
O -2.632 -3.352 -0.598 0.38 0.13 -1.04
C -1.266 -3.777 -0.656 -0.31 0.05 0.76
N -5.151 -2.131 -3.087 0.16 0.70 -0.50
H -5.482 -3.682 -0.206 0.42 -0.47 0.05
H -5.152 -4.746 -1.632 0.35 0.19 0.03
H -6.465 -3.568 -1.581 -0.04 -0.02 -0.30
H -4.653 -1.655 -1.243 -0.16 -0.35 0.74
H -2.416 -2.112 -2.240 -0.30 0.60 -0.13
H -2.838 -3.756 -2.569 -0.55 -0.13 -0.52
H -0.989 -4.318 -1.562 -0.26 0.02 -0.28
H -1.075 -4.454 0.176 -0.25 -0.03 0.07
H -0.570 -2.949 -0.520 -0.07 0.20 -0.14
H -5.289 -2.836 -3.796 0.29 -0.20 0.05
H -4.505 -1.423 -3.407 -0.26 0.18 -0.80
C -4.590 1.516 3.258 -0.57 -0.31 -1.23
C -4.344 0.326 2.609 0.27 -0.71 0.09
C -4.193 0.232 1.227 0.70 0.09 0.38
C -4.210 1.380 0.458 -0.93 -0.59 0.02
C -4.507 2.580 1.088 0.89 -0.05 -1.57
C -4.702 2.635 2.424 -0.20 0.70 2.29
H -4.816 1.465 4.313 0.20 0.56 0.07
H -4.241 -0.587 3.175 -0.09 -0.10 0.17
H -3.930 -0.741 0.838 -0.19 -0.07 -0.34
H -4.204 1.320 -0.620 0.44 0.06 -0.13
H -4.446 3.475 0.486 -0.43 0.24 0.08
H -4.930 3.595 2.862 -0.01 0.14 0.13
C -0.202 1.381 0.166 -0.37 0.01 -0.59
C -0.480 0.224 -0.510 -1.64 -1.16 0.03
C 0.445 -0.474 -1.238 1.17 -0.32 -0.62
C 1.740 0.013 -1.449 -0.37 1.58 1.40
C 2.052 1.248 -0.808 -1.30 -1.04 -0.30
C 1.039 1.879 -0.034 2.46 0.74 0.06
H -0.914 1.933 0.762 -0.24 -0.17 0.00
H -1.474 -0.197 -0.496 -0.23 -0.08 0.33
H 0.183 -1.448 -1.624 -0.10 0.09 -0.31
H 2.459 -0.535 -2.039 0.08 0.03 0.01
H 3.039 1.674 -0.908 -0.02 0.19 0.04
H 1.237 2.801 0.493 0.56 0.15 -0.07
C 3.503 -3.761 -1.596 -0.90 0.45 1.94
C 2.684 -3.550 -0.475 -0.17 1.36 -0.46
C 1.971 -4.557 0.156 0.27 2.47 0.42
C 2.071 -5.806 -0.288 -0.37 -1.81 -0.35
C 2.825 -6.045 -1.433 -0.89 -1.99 1.32
C 3.526 -5.056 -2.020 1.19 -0.05 -2.12
H 4.125 -3.005 -2.052 -0.25 0.18 -0.03
H 2.415 -2.568 -0.116 0.63 0.45 -0.02
H 1.337 -4.273 0.983 -0.03 -0.14 0.14
H 1.489 -6.518 0.278 0.19 -0.74 -0.44
H 2.884 -7.066 -1.781 0.07 -0.01 -0.29
H 4.077 -5.289 -2.919 0.26 -0.13 -0.06
C 1.301 4.683 -1.654 0.59 0.79 0.35
C 1.860 5.795 -0.949 -0.88 -2.02 -2.01
C 2.795 6.541 -1.651 0.43 1.23 0.97
C 3.181 6.292 -2.946 -0.81 -1.58 -0.27
C 2.614 5.157 -3.614 1.94 1.40 0.21
C 1.752 4.328 -2.937 -0.79 1.06 0.24
N 4.220 7.172 -3.560 0.18 -0.31 -1.21
O 4.689 8.099 -2.923 -0.52 -0.63 -0.01
O 4.557 6.900 -4.716 -0.48 0.10 1.17
H 0.501 4.093 -1.232 0.08 0.04 0.20
H 1.507 6.018 0.046 0.22 0.23 -0.02
H 3.242 7.399 -1.171 0.09 0.10 0.08
H 2.961 4.919 -4.609 -0.12 0.07 -0.11
H 1.285 3.541 -3.509 0.03 -0.32 0.29
```
Positions in Å, forces in eV/Å.


Below is C32H46As2BN2O13Ti as an isolated structure, with properties calculated with wB97M-V/def2-TZVPD.

Computed properties:
E_LUMO, eV: -9.178
Largest force on an atom, eV/A: 0.6
Energy above the lowest of the compared OMol25 structures with the same formula, charge and spin, kJ/mol: 0.00
Net charge: +3
Calculated total energy, hartree: -7679.68136

Structure (XYZ):
```
97
Properties=species:S:1:pos:R:3:forces:R:3
Ti -0.294 -0.322 -0.685 0.00 -0.52 0.36
C -4.571 0.318 0.703 -0.03 0.05 0.07
N -4.296 0.328 -0.742 0.00 -0.11 0.04
C -5.387 0.762 -1.627 -0.05 0.06 -0.05
C -3.151 -0.069 -1.212 -0.02 -0.01 0.00
O -2.229 -0.528 -0.461 0.13 0.24 0.07
C -2.902 -0.050 -2.711 0.05 -0.04 0.00
O -1.523 -0.293 -2.986 0.03 0.07 0.06
C -0.864 0.775 -3.655 -0.02 -0.05 0.02
C -0.517 1.834 -2.621 -0.01 -0.03 0.11
O -0.697 1.511 -1.399 0.24 0.11 -0.01
N -0.068 3.007 -2.957 -0.08 0.03 0.09
C 0.221 3.984 -1.892 0.01 0.05 0.02
C 0.066 3.410 -4.364 0.00 0.04 -0.09
H -5.277 -0.478 0.933 0.00 -0.01 -0.03
H -5.014 1.275 0.974 0.00 0.00 -0.04
H -3.650 0.179 1.257 0.03 -0.01 -0.02
H -6.297 0.829 -1.039 0.01 -0.02 0.02
H -5.558 0.047 -2.429 0.03 -0.01 0.01
H -5.180 1.748 -2.045 0.01 0.00 0.02
H -3.232 0.897 -3.141 0.00 0.02 0.00
H -3.491 -0.845 -3.175 -0.01 0.00 -0.01
H -1.476 1.181 -4.462 -0.01 -0.01 -0.01
H 0.049 0.360 -4.089 0.02 0.00 0.00
H -0.686 4.217 -1.338 -0.02 -0.01 -0.02
H 0.610 4.890 -2.344 0.00 -0.02 -0.03
H 0.954 3.572 -1.202 0.01 -0.02 0.00
H 0.429 2.585 -4.973 -0.01 -0.01 0.02
H 0.788 4.219 -4.427 0.02 -0.02 0.02
H -0.885 3.768 -4.760 -0.01 0.01 0.03
C -1.560 3.364 7.413 -0.01 -0.01 -0.01
C -1.646 4.022 6.029 0.03 0.07 0.02
C -0.945 5.390 6.065 -0.03 -0.04 -0.01
C -3.120 4.243 5.688 0.02 -0.02 -0.01
C -0.946 3.133 5.003 0.03 -0.02 0.00
C 0.409 2.807 5.190 -0.02 -0.01 -0.02
C 1.128 2.009 4.312 0.04 -0.01 0.05
C 0.435 1.538 3.221 -0.06 0.01 -0.03
O 0.880 0.717 2.174 0.02 -0.01 0.00
B -0.217 0.575 1.369 -0.09 0.06 -0.28
O -1.319 1.238 1.831 -0.16 -0.06 -0.01
C -0.891 1.845 3.018 0.15 0.00 0.00
C -1.612 2.636 3.883 -0.09 0.01 -0.01
H -2.078 3.985 8.145 0.01 -0.01 0.01
H -0.529 3.249 7.751 -0.01 0.00 -0.01
H -2.029 2.378 7.409 0.00 0.01 0.01
H -1.428 6.033 6.801 0.00 0.00 -0.01
H -1.001 5.885 5.093 0.01 0.00 0.01
H 0.106 5.301 6.343 0.00 0.00 0.00
H -3.574 4.871 6.453 -0.01 0.00 0.00
H -3.674 3.301 5.666 -0.01 0.01 0.00
H -3.245 4.754 4.730 -0.01 -0.01 0.01
H 0.922 3.190 6.062 0.00 0.01 -0.01
H 2.168 1.766 4.483 0.00 0.02 0.01
H -2.653 2.854 3.693 0.02 0.00 0.01
C 3.420 -6.618 1.900 0.07 -0.04 0.04
O 2.634 -5.779 1.010 -0.10 0.03 -0.10
C 2.490 -4.523 1.371 0.03 -0.03 0.15
O 2.941 -4.011 2.363 0.04 0.07 -0.07
C 1.555 -3.749 0.471 0.12 -0.03 0.21
C 1.049 -4.209 -0.685 -0.19 -0.05 -0.05
As 2.451 -4.846 -1.907 -0.03 -0.04 0.00
C 1.434 -5.196 -3.548 0.05 0.02 0.00
C 2.666 -2.845 -2.153 0.09 0.06 -0.11
C 2.508 -1.860 -1.266 0.02 -0.03 -0.06
As 1.656 -1.821 0.551 -0.08 0.09 0.08
C 3.098 -1.240 1.698 0.02 -0.02 -0.06
C 2.562 -0.454 -1.687 -0.04 0.09 0.15
O 1.518 0.238 -1.529 0.07 0.00 -0.29
O 3.677 0.039 -2.072 -0.04 0.03 -0.03
C 3.725 1.427 -2.509 0.02 0.08 -0.03
C 2.962 -2.439 -3.576 -0.03 0.14 -0.04
O 2.407 -1.496 -4.100 0.00 -0.05 0.05
O 3.830 -3.240 -4.143 -0.02 -0.10 0.07
C 4.179 -2.971 -5.528 0.03 0.05 -0.07
C -0.149 -3.543 -1.252 0.11 0.10 0.10
O -0.490 -2.364 -1.047 -0.19 0.04 -0.47
O -0.876 -4.342 -1.959 -0.04 -0.06 0.08
C -2.125 -3.852 -2.506 -0.06 0.05 -0.06
H 3.207 -7.637 1.600 -0.01 0.01 -0.02
H 3.124 -6.441 2.930 -0.02 0.00 0.00
H 4.476 -6.391 1.772 -0.01 0.03 0.00
H 0.767 -6.033 -3.347 0.01 0.01 0.02
H 2.150 -5.500 -4.308 0.02 0.00 0.00
H 0.858 -4.344 -3.904 0.02 -0.02 0.01
H 3.990 -1.828 1.507 -0.01 -0.04 -0.01
H 2.785 -1.362 2.730 -0.02 0.01 0.01
H 3.255 -0.184 1.481 -0.01 -0.01 0.01
H 4.761 1.608 -2.765 0.01 -0.03 0.01
H 3.408 2.077 -1.698 -0.01 -0.03 0.03
H 3.086 1.541 -3.382 0.00 -0.03 0.00
H 4.760 -3.827 -5.851 0.00 -0.02 0.02
H 4.778 -2.066 -5.580 -0.01 0.01 0.02
H 3.276 -2.857 -6.121 -0.01 -0.02 0.01
H -2.554 -4.694 -3.035 0.01 -0.02 0.01
H -1.919 -3.028 -3.187 0.01 -0.01 0.01
H -2.777 -3.535 -1.695 0.02 -0.01 0.03
```
Positions in Å, forces in eV/Å.


Below is C32H46AuN8O2SbSi as an isolated structure, with properties calculated with wB97M-V/def2-TZVPD.

Computed properties:
E_LUMO, eV: 0.037
Largest force on an atom, eV/A: 0.2
Energy above the lowest of the compared OMol25 structures with the same formula, charge and spin, kJ/mol: 4.03
Calculated total energy, hartree: -2501.00019

Structure (XYZ):
```
91
Properties=species:S:1:pos:R:3:forces:R:3
Au -1.630 1.284 0.340 0.10 0.03 0.03
C 4.173 -2.059 -1.489 0.00 -0.02 0.00
N 3.035 -1.408 -0.888 0.00 0.00 0.00
C 1.744 -1.462 -1.250 0.07 0.10 -0.02
N 1.011 -0.735 -0.439 -0.09 -0.13 0.04
C 1.926 -0.252 0.444 -0.07 0.07 0.01
N 3.164 -0.634 0.211 0.03 -0.02 -0.02
C 4.607 -3.329 -0.791 -0.01 -0.01 -0.02
C 5.642 -4.069 -1.354 -0.01 0.00 -0.01
C 6.059 -5.255 -0.772 0.00 -0.01 0.01
C 5.452 -5.713 0.385 0.00 0.00 -0.01
C 4.426 -4.969 0.957 0.02 0.00 0.00
C 4.002 -3.779 0.372 0.01 0.01 0.03
C 3.807 -5.469 2.184 -0.04 0.00 -0.03
N 3.893 -6.652 2.683 0.06 0.01 0.03
N 3.155 -6.638 3.855 -0.06 -0.03 -0.03
C 2.666 -5.453 3.965 0.04 0.02 0.03
O 3.037 -4.645 2.940 -0.01 -0.01 -0.01
C 1.824 -4.934 5.042 0.01 0.00 0.00
C 1.343 -5.833 5.995 0.01 0.00 -0.01
C 0.567 -5.369 7.039 -0.01 0.00 0.01
C 0.271 -4.014 7.138 0.00 -0.01 0.00
C 0.750 -3.116 6.197 -0.02 0.00 0.00
C 0.457 -1.643 6.344 0.01 0.01 0.02
N -0.031 -1.036 5.121 -0.02 0.03 -0.01
C -1.099 -1.359 4.379 -0.01 0.03 -0.02
N -1.226 -0.525 3.370 0.04 -0.10 -0.05
C -0.169 0.317 3.538 -0.11 0.13 0.09
N 0.573 0.051 4.593 0.06 -0.08 -0.05
C 1.528 -3.581 5.140 -0.01 0.02 0.01
H 4.994 -1.342 -1.511 0.00 0.02 0.02
H 3.904 -2.285 -2.523 0.02 0.01 0.00
H 1.402 -2.012 -2.113 -0.01 -0.02 0.02
H 1.663 0.422 1.244 0.01 -0.02 -0.01
H 6.123 -3.714 -2.258 0.00 0.00 0.00
H 6.863 -5.824 -1.221 0.00 0.00 0.00
H 5.763 -6.635 0.855 0.00 0.00 0.00
H 3.209 -3.204 0.833 0.00 0.00 0.00
H 1.587 -6.881 5.899 0.00 0.00 0.00
H 0.186 -6.061 7.778 0.00 0.00 0.00
H -0.340 -3.654 7.957 0.00 0.00 0.00
H 1.358 -1.089 6.603 0.00 0.00 -0.01
H -0.270 -1.487 7.143 0.01 0.00 0.01
H -1.740 -2.196 4.609 0.00 0.00 0.00
H 0.029 1.152 2.878 0.02 -0.01 -0.01
H 1.903 -2.885 4.399 0.00 0.00 0.00
C -0.358 4.942 -0.153 0.01 0.02 -0.01
Si 0.737 3.464 0.220 -0.01 -0.04 -0.01
C 2.210 4.043 1.224 0.01 0.01 -0.01
C 1.355 2.769 -1.417 0.00 0.00 0.01
O -0.061 2.335 1.077 -0.01 -0.02 0.02
H 0.188 5.722 -0.692 -0.01 0.00 0.00
H -0.742 5.377 0.773 -0.01 0.00 0.00
H -1.216 4.650 -0.765 0.00 -0.01 0.00
H 2.773 4.818 0.697 0.00 0.00 0.00
H 2.894 3.217 1.432 -0.01 -0.01 0.00
H 1.883 4.456 2.181 0.01 0.00 0.00
H 1.897 3.514 -2.005 -0.01 0.02 0.01
H 0.516 2.407 -2.019 0.00 -0.01 0.00
H 2.026 1.923 -1.243 0.00 0.02 -0.02
C -4.430 1.753 -2.746 0.00 0.01 0.01
C -5.022 0.954 -1.588 0.00 0.02 0.01
C -5.709 1.872 -0.580 0.00 0.00 0.00
Sb -3.464 -0.129 -0.589 0.01 -0.03 0.01
C -4.519 -1.397 0.791 -0.03 0.01 0.02
C -5.900 -1.804 0.288 0.01 0.00 -0.02
C -4.587 -0.731 2.163 0.03 0.02 -0.02
C -2.720 -1.503 -2.065 -0.03 -0.02 -0.05
C -1.562 -0.863 -2.829 0.00 0.02 0.02
C -3.800 -2.031 -3.004 0.00 0.00 0.02
H -5.207 2.356 -3.225 0.00 0.00 0.00
H -3.989 1.113 -3.511 0.01 0.00 -0.01
H -3.653 2.436 -2.392 -0.01 0.00 -0.01
H -5.737 0.221 -1.970 0.01 -0.01 0.00
H -4.994 2.573 -0.143 -0.01 0.01 0.00
H -6.173 1.317 0.238 0.00 0.01 0.00
H -6.491 2.457 -1.071 0.00 0.00 0.00
H -3.880 -2.283 0.856 -0.01 0.00 0.01
H -6.556 -0.937 0.182 0.00 -0.01 0.00
H -6.375 -2.480 1.004 0.01 0.00 0.00
H -5.865 -2.315 -0.674 0.00 0.00 -0.01
H -5.180 0.186 2.129 -0.01 0.00 0.00
H -3.594 -0.478 2.536 -0.01 -0.01 0.01
H -5.071 -1.402 2.880 0.01 -0.01 0.00
H -2.331 -2.327 -1.460 0.01 0.00 0.00
H -1.907 -0.032 -3.449 0.00 0.01 0.00
H -1.106 -1.597 -3.500 0.00 -0.01 0.00
H -0.796 -0.483 -2.150 -0.02 -0.01 -0.02
H -4.266 -1.223 -3.573 0.00 0.00 0.00
H -4.590 -2.564 -2.473 -0.01 0.00 0.00
H -3.365 -2.726 -3.727 0.01 0.00 0.00
```
Positions in Å, forces in eV/Å.